Entry 1:
ORCA calculation (wB97M-V/def2-TZVPD) on a structure of composition C25H31KN7O4 in a non-equilibrium geometry.

## Properties
2S+1: 1
HOMO in eV: -2.70
E_LUMO in eV: 2.3
Net charge: -1
Orbital gap in eV: 4.95

Each line ends with the natural charge from an NBO analysis.
CARTESIAN COORDINATES (ANGSTROEM)
1 K 0.5194 0.9737 -0.1611  0.887
2 C -2.3050 2.0284 1.5454  -0.133
3 C -1.1919 2.8810 1.7455  -0.129
4 C -0.7601 3.3321 0.4735  -0.190
5 C -1.5931 2.7570 -0.5044  -0.086
6 C -2.5426 1.9370 0.1598  -0.151
7 C -3.6424 1.1444 -0.4856  -0.616
8 C -1.4186 2.9279 -1.9955  -0.644
9 C 0.4713 4.1581 0.1947  -0.620
10 C -0.6037 3.2913 3.0675  -0.624
11 C -3.1704 1.4226 2.6175  -0.620
12 H -4.5876 1.6926 -0.6086  0.180
13 H -3.8885 0.2415 0.0904  0.185
14 H -3.3543 0.7963 -1.4846  0.196
15 H -1.6977 3.9348 -2.3313  0.189
16 H -2.0361 2.2218 -2.5588  0.200
17 H -0.3793 2.7674 -2.3234  0.196
18 H 0.7423 4.7745 1.0573  0.199
19 H 0.3230 4.8301 -0.6569  0.198
20 H 1.3693 3.5547 -0.0477  0.178
21 H -0.7290 4.3639 3.2734  0.183
22 H 0.4712 3.0882 3.1486  0.196
23 H -1.0784 2.7624 3.9003  0.195
24 H -4.2332 1.4636 2.3492  0.193
25 H -3.0778 1.9690 3.5617  0.198
26 H -2.9686 0.3694 2.8671  0.174
27 N 3.8922 0.6919 2.9742  -0.351
28 C 3.2807 1.5119 2.1149  0.233
29 N 2.0187 1.1614 1.9863  -0.478
30 C 1.9368 0.0635 2.7841  0.274
31 N 3.0434 -0.2648 3.4145  -0.291
32 C 0.6837 -0.7413 2.8879  0.117
33 C 0.4040 -1.5223 4.0026  0.017
34 N -0.6962 -2.2678 4.0602  -0.392
35 C -1.5100 -2.2037 3.0168  -0.019
36 C -1.2377 -1.4098 1.9050  0.022
37 N -0.1276 -0.6892 1.8453  -0.373
38 H 4.8642 0.6549 3.2198  0.408
39 H 3.7845 2.3092 1.5916  0.221
40 H 1.0893 -1.5393 4.8408  0.203
41 H -2.4196 -2.7940 3.0453  0.188
42 H -1.9089 -1.3348 1.0557  0.230
43 C -2.1730 -2.7562 -3.7340  -0.417
44 N -1.8821 -2.2336 -2.4175  -0.641
45 C -0.9828 -1.2141 -2.1995  0.800
46 N -0.1566 -0.8985 -3.2369  -0.863
47 O -0.9667 -0.6075 -1.1313  -0.704
48 H -3.0467 -3.4022 -3.6632  0.206
49 H -1.3567 -3.3747 -4.1153  0.186
50 H -2.3822 -1.9715 -4.4664  0.192
51 H -2.6157 -2.2328 -1.7299  0.399
52 H 0.0100 -1.5976 -3.9402  0.373
53 H 0.6471 -0.3041 -2.9849  0.455
54 O 3.2437 -1.4342 -3.8567  -0.673
55 C 2.8882 -2.2396 -2.8016  0.377
56 C 2.7363 -3.6110 -2.9603  -0.338
57 C 2.3451 -4.3940 -1.8811  -0.211
58 C 2.1212 -3.8076 -0.6438  -0.242
59 C 2.2991 -2.4350 -0.5045  -0.161
60 C 2.6725 -1.6260 -1.5712  -0.202
61 C 2.7803 -0.1197 -1.3719  0.754
62 O 3.5738 0.2616 -0.4924  -0.731
63 O 1.9782 0.5872 -2.0481  -0.789
64 H 3.4378 -1.9979 -4.6104  0.465
65 H 2.9245 -4.0636 -3.9302  0.193
66 H 2.2191 -5.4617 -2.0115  0.201
67 H 1.8100 -4.4076 0.2020  0.207
68 H 2.1396 -1.9674 0.4621  0.220

=====

Entry 2:
ORCA calculation (wB97M-V/def2-TZVPD) on the molecule C25H31N3O4S in a non-equilibrium geometry.

## Properties
2S+1: 1
HOMO in eV: -8.34
SMILES: CCOc1ccc(CCNC(=O)CCn2ccc3cc(S(=O)(=O)N4CCCC4)ccc32)cc1
Energy relative to the best compared isomer or geometry (same formula, charge and spin) in kcal/mol: 29.6
E_LUMO in eV: 0.6
Net charge: 0
Orbital gap in eV: 8.97

Each line ends with the natural charge from an NBO analysis.
CARTESIAN COORDINATES (ANGSTROEM)
1 C 2.6007 3.7932 3.4246  -0.618
2 C 1.4056 3.8248 2.4848  -0.064
3 O 1.1669 2.5011 2.0500  -0.526
4 C 0.1821 2.2681 1.1416  0.373
5 C 0.0471 0.9453 0.7165  -0.296
6 C -0.9084 0.6101 -0.2183  -0.170
7 C -1.7666 1.5698 -0.7486  -0.067
8 C -2.8441 1.1751 -1.7188  -0.429
9 C -4.1274 0.7854 -0.9674  -0.218
10 N -3.8968 -0.3502 -0.1062  -0.613
11 C -4.4794 -1.5495 -0.2981  0.682
12 O -5.3421 -1.7503 -1.1274  -0.644
13 C -3.9575 -2.6571 0.6130  -0.498
14 C -3.4119 -3.7928 -0.2659  -0.199
15 N -2.3575 -3.3257 -1.1246  -0.375
16 C -2.5170 -2.9513 -2.4305  0.000
17 C -1.3474 -2.4712 -2.9354  -0.302
18 C -0.3900 -2.5334 -1.8861  -0.108
19 C 0.9535 -2.1761 -1.7735  -0.168
20 C 1.5637 -2.3498 -0.5556  -0.347
21 S 3.2534 -1.8184 -0.3445  2.325
22 O 3.9310 -1.8967 -1.6116  -0.943
23 O 3.8297 -2.5036 0.7786  -0.944
24 N 2.9911 -0.2168 0.0979  -0.690
25 C 3.0210 0.7415 -1.0007  -0.244
26 C 3.8681 1.9225 -0.5118  -0.412
27 C 4.7472 1.2909 0.5656  -0.415
28 C 3.7712 0.3086 1.2086  -0.235
29 C 0.8981 -2.8696 0.5536  -0.198
30 C -0.4253 -3.2432 0.4680  -0.257
31 C -1.0693 -3.0680 -0.7548  0.205
32 C -1.6348 2.8783 -0.3100  -0.188
33 C -0.6709 3.2347 0.6192  -0.322
34 H 3.4754 3.4164 2.9016  0.210
35 H 2.8082 4.7938 3.7929  0.215
36 H 2.3929 3.1384 4.2664  0.216
37 H 0.5217 4.2160 3.0081  0.173
38 H 1.6180 4.4740 1.6236  0.171
39 H 0.7176 0.1990 1.1102  0.239
40 H -0.9720 -0.4123 -0.5578  0.210
41 H -3.0747 2.0043 -2.3885  0.216
42 H -2.5144 0.3228 -2.3161  0.223
43 H -4.4749 1.6318 -0.3655  0.192
44 H -4.9118 0.4962 -1.6696  0.238
45 H -3.1342 -0.2549 0.5476  0.406
46 H -4.7872 -3.0398 1.2084  0.239
47 H -3.1798 -2.2830 1.2788  0.207
48 H -3.0369 -4.6080 0.3595  0.210
49 H -4.2224 -4.1682 -0.8949  0.233
50 H -3.4746 -3.0528 -2.9042  0.232
51 H -1.1753 -2.1176 -3.9318  0.230
52 H 1.5130 -1.7817 -2.6058  0.241
53 H 3.4756 0.2583 -1.8698  0.226
54 H 1.9989 1.0402 -1.2523  0.206
55 H 3.2230 2.6797 -0.0649  0.201
56 H 4.4392 2.3766 -1.3190  0.219
57 H 5.1451 2.0155 1.2736  0.212
58 H 5.5737 0.7462 0.1074  0.208
59 H 4.2486 -0.5203 1.7282  0.241
60 H 3.0922 0.8317 1.8910  0.201
61 H 1.4569 -2.9803 1.4684  0.242
62 H -0.9396 -3.6569 1.3221  0.218
63 H -2.2894 3.6424 -0.7045  0.209
64 H -0.5966 4.2665 0.9251  0.219

=====

Entry 3:
ORCA calculation (wB97M-V/def2-TZVPD) on the molecule C25H31N3O7.

## Properties
2S+1: 1
HOMO in eV: -8.16
SMILES: COC(=O)c1cccc(NC(=O)CN2CCC(NC(=O)c3cc(OC)c(OC)c(OC)c3)CC2)c1
Energy relative to the best compared isomer or geometry (same formula, charge and spin) in kcal/mol: 3.1
E_LUMO in eV: 0.4
Net charge: 0
Orbital gap in eV: 8.54

Each line ends with the natural charge from an NBO analysis.
CARTESIAN COORDINATES (ANGSTROEM)
1 C 1.8079 1.7204 2.9486  -0.270
2 O 0.9076 2.4192 2.1036  -0.498
3 C -0.3354 2.6285 2.5486  0.790
4 O -0.7234 2.2978 3.6454  -0.614
5 C -1.1641 3.3132 1.5264  -0.147
6 C -2.1585 4.2105 1.9080  -0.188
7 C -2.9197 4.8335 0.9352  -0.199
8 C -2.7278 4.5543 -0.4079  -0.253
9 C -1.7558 3.6319 -0.7868  0.230
10 N -1.5301 3.2514 -2.1060  -0.644
11 C -2.1506 3.6065 -3.2550  0.671
12 O -3.0055 4.4545 -3.3828  -0.611
13 C -1.6007 2.7875 -4.4416  -0.299
14 N -1.1147 1.5185 -3.9612  -0.477
15 C 0.0786 0.9347 -4.5211  -0.205
16 C 0.7149 0.0642 -3.4358  -0.418
17 C -0.2623 -1.0068 -2.9315  -0.041
18 N 0.2746 -1.6545 -1.7388  -0.612
19 C 0.4786 -0.9923 -0.5718  0.682
20 O 0.3769 0.2183 -0.4687  -0.656
21 C 0.8265 -1.8455 0.5944  -0.129
22 C 1.6849 -2.9293 0.4927  -0.302
23 C 2.0233 -3.6765 1.6170  0.232
24 O 2.8692 -4.7586 1.5586  -0.508
25 C 3.4977 -5.0632 0.3397  -0.249
26 C 1.4774 -3.3385 2.8644  0.284
27 O 1.6781 -3.9686 4.0520  -0.493
28 C 2.7411 -4.8748 4.2348  -0.238
29 C 0.5882 -2.2418 2.9529  0.278
30 O 0.0989 -2.0043 4.1933  -0.479
31 C -0.9043 -1.0229 4.3494  -0.262
32 C 0.2835 -1.4976 1.8264  -0.288
33 C -1.6418 -0.4077 -2.6175  -0.413
34 C -2.1246 0.5095 -3.7364  -0.220
35 C -0.9631 3.0256 0.1848  -0.228
36 H 1.4832 1.7922 3.9892  0.207
37 H 1.8473 0.6717 2.6448  0.195
38 H 2.7872 2.1790 2.8231  0.194
39 H -2.3143 4.4140 2.9561  0.225
40 H -3.6814 5.5424 1.2235  0.215
41 H -3.3290 5.0312 -1.1649  0.251
42 H -0.8684 2.4855 -2.2291  0.429
43 H -0.7748 3.3593 -4.8735  0.223
44 H -2.3877 2.7083 -5.2051  0.204
45 H 0.7746 1.7263 -4.8056  0.208
46 H -0.1365 0.3257 -5.4178  0.161
47 H 1.6187 -0.4158 -3.8146  0.208
48 H 0.9866 0.6993 -2.5935  0.235
49 H -0.3702 -1.7809 -3.6997  0.199
50 H 0.2588 -2.6602 -1.7047  0.403
51 H 2.1186 -3.1693 -0.4645  0.218
52 H 4.1502 -5.9082 0.5556  0.202
53 H 4.1013 -4.2265 -0.0267  0.178
54 H 2.7744 -5.3573 -0.4284  0.173
55 H 2.5889 -5.8010 3.6769  0.184
56 H 2.7446 -5.0903 5.3033  0.190
57 H 3.7002 -4.4360 3.9504  0.177
58 H -0.5427 -0.0148 4.1322  0.202
59 H -1.1976 -1.0755 5.3961  0.201
60 H -1.7729 -1.2381 3.7196  0.175
61 H -0.3738 -0.6449 1.8772  0.241
62 H -2.3607 -1.2116 -2.4481  0.209
63 H -1.5583 0.1790 -1.7030  0.230
64 H -3.0550 0.9937 -3.4341  0.215
65 H -2.3218 -0.0760 -4.6524  0.168
66 H -0.2146 2.3015 -0.0955  0.254

=====

Which of these has the highest orbital gap? C25H31N3O4S

=====

The lowest E_LUMO belongs to which entry? C25H31N3O7

=====

Number 3 is which compound? C25H31N3O7

=====

Look up the orbital gap of the second one. 8.97 eV